[1]
The following is a DFT calculation (ωB97M-V with the def2-TZVPD basis set) of a structure of composition C48H42NP2Y in a non-equilibrium geometry.

Last column: Mulliken charge in e.
Atoms and positions in Å:
C  0.74  -1.69  -3.54  -0.7518
C  -0.29  -1.94  -2.58  0.8898
C  -1.63  -1.90  -3.00  -0.8045
C  -1.94  -1.61  -4.33  -0.6224
C  -0.95  -1.21  -5.24  -0.6847
C  0.38  -1.15  -4.78  -0.6442
P  0.03  -1.97  -0.77  2.3528
C  -1.23  -3.13  -0.07  0.6282
C  -2.30  -2.67  0.73  -0.0060
C  -3.27  -3.57  1.18  -0.6672
C  -3.19  -4.93  0.86  -0.5723
C  -2.10  -5.40  0.11  -0.6491
C  -1.11  -4.50  -0.32  -0.5517
Y  0.92  -0.01  0.85  -0.2717
P  0.37  2.04  -0.82  0.8532
C  -1.06  2.15  -1.98  0.8926
C  -0.88  2.57  -3.32  -0.5615
C  -1.96  2.52  -4.20  -0.6980
C  -3.21  2.04  -3.77  -0.5593
C  -3.38  1.58  -2.46  -0.8482
C  -2.30  1.59  -1.58  -0.2489
C  0.24  3.36  0.45  0.6906
C  1.12  3.31  1.54  -0.5768
C  0.89  4.16  2.63  -0.8232
C  -0.09  5.15  2.51  -0.6876
C  -0.93  5.24  1.39  -0.6571
C  -0.77  4.33  0.35  -0.2681
C  2.08  2.59  -1.37  0.7717
C  3.18  1.70  -1.24  0.3060
C  4.29  1.93  -2.06  -0.7475
C  4.33  3.06  -2.89  -0.6265
C  3.28  3.98  -2.92  -0.7456
C  2.15  3.77  -2.12  -0.8250
C  1.68  -2.85  -0.65  0.7585
C  2.09  -3.69  -1.69  -0.7908
C  3.39  -4.18  -1.74  -0.9554
C  4.30  -3.88  -0.72  -0.7013
C  3.89  -3.09  0.36  -0.8146
C  2.57  -2.62  0.42  0.1460
H  2.01  2.67  1.53  0.5885
H  1.48  4.05  3.54  0.4556
H  -0.22  5.87  3.32  0.4378
H  -1.70  6.01  1.32  0.4774
H  -1.41  4.35  -0.53  0.4684
H  0.09  2.93  -3.66  0.4281
H  -1.80  2.86  -5.23  0.4335
H  -4.03  1.99  -4.48  0.4263
H  -4.35  1.21  -2.14  0.4604
H  -2.40  1.15  -0.59  0.2276
H  3.13  0.79  -0.59  0.0380
H  5.09  1.20  -2.06  0.4705
H  5.21  3.23  -3.50  0.4317
H  3.30  4.85  -3.57  0.4420
H  1.29  4.44  -2.11  0.5305
H  1.40  -3.91  -2.50  0.6522
H  3.69  -4.82  -2.57  0.4535
H  5.31  -4.27  -0.75  0.4422
H  4.59  -2.84  1.16  0.5010
H  2.22  -2.18  1.38  -0.0225
H  -2.36  -1.62  1.01  0.2296
H  -4.09  -3.21  1.79  0.4527
H  -3.95  -5.63  1.22  0.4183
H  -2.03  -6.46  -0.15  0.4310
H  -0.23  -4.88  -0.86  0.2760
H  -2.46  -2.06  -2.29  0.4000
H  -2.97  -1.68  -4.68  0.4417
H  -1.23  -0.94  -6.27  0.4128
H  1.14  -0.69  -5.42  0.4705
H  1.81  -1.89  -3.29  0.3631
H  1.33  0.63  -2.39  0.2486
H  1.06  0.07  -1.93  -0.4638
C  -2.47  3.07  4.85  -0.7169
C  -2.62  3.00  3.45  -0.5715
C  -1.96  2.00  2.74  -0.2051
C  -1.11  1.13  3.43  0.0255
C  -0.96  1.19  4.82  -0.3525
C  -1.64  2.18  5.52  -0.7090
N  -0.37  0.22  2.66  0.5285
C  -0.06  -1.01  3.31  0.0030
C  1.29  -1.42  3.43  -0.8586
C  1.56  -2.74  3.85  -0.6717
C  0.51  -3.57  4.26  -0.6801
C  -0.82  -3.12  4.21  -0.7554
C  -1.11  -1.84  3.76  -0.0611
H  -3.02  3.83  5.41  0.4124
H  -3.23  3.73  2.92  0.4557
H  -2.08  1.90  1.65  0.3030
H  -0.30  0.47  5.30  0.4934
H  -1.52  2.23  6.60  0.4283
H  2.08  -0.65  3.26  0.9648
H  2.59  -3.10  3.81  0.5259
H  0.74  -4.57  4.62  0.4477
H  -1.63  -3.79  4.52  0.4594
H  -2.13  -1.47  3.70  0.5825

Computed properties:
**Frontier orbital gap**: 6.224 eV
**Charge**: +2
**Molar mass**: 783.73 g mol⁻¹
**Largest force on an atom**: 2.8 eV/A

[2]
The following is a DFT calculation (ωB97M-V with the def2-TZVPD basis set) of a structure of composition C48H43BrN5O2SbY.

Last column: natural (NBO) charge in e.
Atoms and positions in Å:
Y  0.65  -0.13  -0.30  1.9512
C  -3.12  1.57  -5.32  -0.6304
C  -2.27  0.70  -4.43  -0.0052
C  -2.83  -0.38  -3.73  -0.1874
C  -2.07  -1.16  -2.90  -0.1932
C  -0.69  -0.94  -2.71  0.1258
N  0.03  -1.69  -1.78  -0.8450
C  -0.19  -3.06  -1.71  0.1500
C  -0.50  -3.78  -2.87  -0.2267
C  -0.74  -5.13  -2.88  -0.1864
C  -0.69  -5.87  -1.70  -0.0233
C  -0.97  -7.35  -1.68  -0.6290
C  -0.35  -5.19  -0.55  -0.2223
C  -0.07  -3.82  -0.53  0.1325
N  0.34  -3.29  0.75  -0.1405
C  0.73  -4.02  1.82  0.0024
C  0.83  -3.19  2.91  -0.3157
C  0.49  -1.94  2.43  -0.0136
N  0.21  -2.00  1.12  -0.4285
C  -0.14  0.14  -3.41  0.1096
C  -0.93  0.95  -4.24  -0.2328
N  1.25  0.43  -3.40  -0.1548
C  2.02  0.82  -4.43  0.0037
C  3.32  0.95  -3.97  -0.3122
C  3.24  0.61  -2.62  -0.0018
N  1.99  0.30  -2.28  -0.4153
H  -3.57  0.98  -6.12  0.2284
H  -2.54  2.37  -5.77  0.2175
H  -3.94  2.02  -4.76  0.2239
H  -3.89  -0.59  -3.84  0.2210
H  -2.54  -1.96  -2.34  0.2316
H  -0.56  -3.23  -3.80  0.2226
H  -0.99  -5.63  -3.81  0.2193
H  -1.73  -7.61  -2.41  0.2242
H  -1.31  -7.68  -0.70  0.2175
H  -0.07  -7.92  -1.93  0.2246
H  -0.35  -5.75  0.38  0.2077
H  0.92  -5.08  1.73  0.2396
H  1.12  -3.46  3.91  0.2511
H  0.44  -0.99  2.94  0.2485
H  -0.47  1.80  -4.73  0.2206
H  1.60  0.94  -5.41  0.2406
H  4.19  1.23  -4.53  0.2478
H  4.03  0.59  -1.88  0.2251
Br  1.09  3.80  -1.65  0.1069
C  -0.80  3.71  -1.83  0.0579
C  -1.35  4.62  -2.72  -0.2646
C  -2.71  4.63  -2.96  -0.1756
C  -3.54  3.72  -2.32  -0.2188
C  -2.98  2.79  -1.45  -0.1388
C  -1.61  2.79  -1.18  -0.2476
C  -1.11  1.73  -0.26  0.7532
O  -1.60  0.57  -0.30  -0.7061
O  -0.06  1.92  0.44  -0.7881
H  -0.70  5.32  -3.23  0.2328
H  -3.13  5.36  -3.64  0.2284
H  -4.61  3.72  -2.49  0.2283
H  -3.60  2.05  -0.97  0.2385
C  3.68  -2.14  0.13  -0.6358
C  4.89  -1.54  0.81  0.0665
C  6.09  -2.26  0.79  -0.2307
C  7.23  -1.76  1.39  -0.1800
C  7.20  -0.52  2.01  -0.2158
C  6.02  0.20  2.04  -0.2023
C  4.86  -0.31  1.47  -0.4137
Sb  3.08  0.85  1.51  1.0734
C  2.31  0.93  3.51  -0.3561
C  1.04  1.50  3.56  -0.2416
C  0.31  1.54  4.74  -0.2212
C  0.85  0.98  5.89  -0.1824
C  2.10  0.38  5.84  -0.2022
C  2.85  0.33  4.66  -0.0171
C  4.18  -0.37  4.71  -0.6366
C  3.92  2.71  0.91  -0.3922
C  4.99  2.59  0.02  -0.2319
C  5.57  3.70  -0.57  -0.2103
C  5.09  4.96  -0.26  -0.1900
C  4.03  5.09  0.62  -0.2265
C  3.43  3.98  1.21  0.0921
C  2.23  4.18  2.10  -0.6713
H  3.94  -3.07  -0.38  0.2368
H  3.27  -1.48  -0.64  0.2055
H  2.89  -2.37  0.85  0.2188
H  6.12  -3.22  0.29  0.2156
H  8.15  -2.33  1.36  0.2259
H  8.10  -0.11  2.47  0.2271
H  6.01  1.17  2.52  0.2211
H  0.59  1.91  2.67  0.2398
H  -0.67  1.99  4.76  0.2260
H  0.30  1.00  6.82  0.2254
H  2.51  -0.06  6.73  0.2174
H  4.27  -0.93  5.64  0.2249
H  5.01  0.33  4.67  0.2270
H  4.31  -1.07  3.89  0.2233
H  5.40  1.61  -0.22  0.2130
H  6.40  3.57  -1.26  0.2205
H  5.53  5.84  -0.70  0.2237
H  3.65  6.07  0.86  0.2169
H  2.03  5.24  2.23  0.2269
H  2.37  3.74  3.09  0.2264
H  1.34  3.73  1.65  0.2345

Computed properties:
**Frontier orbital gap**: 7.415 eV
**Charge**: +1
**Molar mass**: 1012.48 g mol⁻¹
**Largest force on an atom**: 0.7 eV/A